Arrangement P

The following is a DFT calculation (wB97M-V/def2-TZVPD) of a structure of composition C2HBrN2S.

Structure (ORCA input):
```
! RIJCOSX wB97M-V def2-TZVPD def2/J DEFGRID3
* xyz 0 1
C 0.417 -0.077 -0.357
C 2.395 0.283 -0.403
N 0.271 -0.838 -1.350
N 2.801 -0.349 -1.386
S 1.593 -1.079 -2.321
Br 3.117 1.347 0.836
H 0.079 0.151 0.613
*
```

Output
HOMO = -9.166 eV
LUMO = 0.6 eV

---

Arrangement Q

The following is a DFT calculation (wB97M-V/def2-TZVPD) of an isolated molecule of C2HBrN2S.

Structure (ORCA input):
```
! RIJCOSX wB97M-V def2-TZVPD def2/J DEFGRID3
* xyz 0 1
C -0.361 -0.070 -0.590
C -0.891 -1.234 -0.916
N 0.142 1.062 -1.095
N -0.933 0.624 -3.427
S -0.101 1.524 -2.667
Br -1.588 -2.729 -0.317
H 0.285 -0.203 0.387
*
```

Output
HOMO (alpha / beta) = -8.751 / -8.725 eV
LUMO (alpha / beta) = -2.2 / -2.3 eV

---

Energy comparison, zero being the most stable, in eV: arrangement P 0.000; arrangement Q 3.830.